This record from the OMol25 dataset describes the molecule C3H6BF3. The level of theory is ωB97M-V/def2-TZVPD.

Each line ends with the natural charge from an NBO analysis.
Element x y z (Å)
C (-0.6834, -0.0216, 1.4478)  -1.042
B (-0.2137, 0.0268, -0.0069)  0.796
C (-0.9614, 0.0923, -1.3079)  -1.051
C (1.4949, 0.0128, -0.1077)  0.747
F (2.1364, 0.1090, 1.0876)  -0.345
F (2.0230, 0.9358, -0.9655)  -0.339
F (1.7473, -1.2498, -0.4953)  -0.339
H (-1.5977, -0.5205, 1.5333)  0.242
H (-0.7497, 0.9678, 1.9361)  0.278
H (0.2009, -0.3620, 1.9946)  0.264
H (-0.7888, -0.9846, -1.8112)  0.276
H (-0.5180, 0.8237, -2.0139)  0.269
H (-2.0899, 0.1703, -1.2911)  0.244

Summary:
SMILES = CB(C)C(F)(F)F
ΔE to the lowest compared entry with this formula, charge and spin = 0.000 eV
calculated total energy = -442.35178 hartree
charge = 0
Kohn-Sham gap = 11.55 eV

***

This record from the OMol25 dataset describes C20H20MoN5O3PS5Sb as an isolated structure. The level of theory is ωB97M-V/def2-TZVPD.

Each line ends with the natural charge from an NBO analysis.
Element x y z (Å)
Mo (-1.6342, 1.9673, 2.2706)  -0.010
N (1.7410, -1.0452, 0.8525)  -0.147
N (1.9244, -2.1832, 1.5490)  -0.424
C (1.7058, -2.2127, 2.9178)  0.614
N (1.9301, -3.3586, 3.5377)  -0.740
N (1.2972, -1.0497, 3.4105)  -0.523
N (0.9988, -0.9000, 4.7196)  0.227
O (1.1632, -1.8411, 5.4663)  -0.354
O (-1.2009, 1.2742, 5.6386)  -0.775
H (-2.0609, 0.6780, 1.2832)  -0.060
H (1.8309, -0.2716, 1.5201)  0.402
H (2.2911, -2.9726, 1.0411)  0.413
H (2.2430, -4.1752, 3.0368)  0.414
H (1.8171, -3.3843, 4.5411)  0.461
S (-2.2523, 4.1953, 4.3094)  -0.474
Sb (-0.4327, 4.7550, 3.2064)  1.052
S (-3.9702, 1.6674, 2.9703)  0.488
S (-0.7706, 1.3048, 4.2637)  1.161
S (0.7736, 2.5379, 3.6296)  -0.301
O (0.2384, -0.8892, 0.5855)  -0.715
P (0.0438, -0.3498, -0.9016)  1.961
C (0.7745, 1.2898, -0.9445)  -0.482
C (1.3846, 1.7274, -2.1138)  -0.152
C (2.1126, 2.9108, -2.1462)  -0.189
C (2.2638, 3.6466, -0.9915)  -0.144
C (1.6426, 3.2193, 0.1810)  -0.224
C (0.8850, 2.0614, 0.2132)  -0.110
C (0.8256, -1.3697, -2.1285)  -0.527
C (2.2190, -1.3571, -2.2907)  -0.157
C (2.8082, -2.1749, -3.2368)  -0.208
C (2.0212, -3.0085, -4.0237)  -0.137
C (0.6431, -3.0234, -3.8727)  -0.222
C (0.0409, -2.2047, -2.9304)  -0.088
C (-1.7081, -0.3405, -1.1523)  -0.493
C (-2.2465, 0.6348, -1.9904)  -0.121
C (-3.6073, 0.6204, -2.2588)  -0.217
C (-4.4142, -0.3568, -1.6919)  -0.156
C (-3.8719, -1.3271, -0.8554)  -0.198
C (-2.5151, -1.3254, -0.5822)  -0.165
H (1.3085, 1.1206, -3.0065)  0.242
H (2.5760, 3.2362, -3.0676)  0.248
H (2.8628, 4.5476, -0.9976)  0.243
H (1.7672, 3.7954, 1.0900)  0.212
H (0.4260, 1.8731, 1.1846)  0.156
H (2.8334, -0.7074, -1.6837)  0.233
H (3.8817, -2.1608, -3.3683)  0.240
H (2.4882, -3.6427, -4.7655)  0.242
H (0.0349, -3.6672, -4.4928)  0.242
H (-1.0359, -2.2111, -2.8273)  0.223
H (-1.6157, 1.4013, -2.4260)  0.222
H (-4.0356, 1.3682, -2.9121)  0.240
H (-5.4747, -0.3660, -1.9058)  0.242
H (-4.5083, -2.0856, -0.4205)  0.242
H (-2.0872, -2.0733, 0.0730)  0.237
S (-2.8410, 3.5703, 0.7011)  0.326
C (-3.5153, 2.6317, 1.7925)  -0.469

Summary:
spin multiplicity = 2
ΔE to the lowest compared entry with this formula, charge and spin = 2.724 eV
calculated total energy = -3913.63643 hartree
charge = +2
Kohn-Sham gap (spin up / spin down) = 6.58 / 6.43 eV

***

This record from the OMol25 dataset describes a 2-piece molecular cluster, H6NO overall. The level of theory is ωB97M-V/def2-TZVPD.

Each line ends with the natural charge from an NBO analysis.
Element x y z (Å)
N (-0.0771, 0.0155, -1.1740)  -0.885
H (0.3956, -0.8410, -1.4615)  0.457
H (-0.0307, 0.1134, -0.1348)  0.480
H (0.2694, 0.8941, -1.5844)  0.453
H (-1.0640, -0.0402, -1.4440)  0.447
H (-0.4363, -0.4803, 2.1875)  0.510
H (0.7349, 0.4880, 2.0482)  0.506
O (0.2081, -0.1495, 1.5630)  -0.968

Summary:
ΔE to the lowest compared entry with this formula, charge and spin = 0.017 eV
calculated total energy = -133.34703 hartree
charge = +1
Kohn-Sham gap = 13.02 eV